A molecular structure, C8H14N3Pt. Source: the OMol25 dataset; level of theory: ωB97M-V/def2-TZVPD.

The charge is -1. As for the largest force on an atom: 3.452 eV/Å. The value obtained for the energy above the lowest of the compared OMol25 structures with the same formula, charge and spin is 0.7 kcal/mol. Its HOMO energy (alpha / beta) is 0.05 / -3.09 eV. The value obtained for the molecular weight is 347.30 g/mol. The calculation puts the calculated total energy at -16237.273 eV. As for the expectation value of S²: 2.025. Its LUMO energy (alpha / beta) is 3.0 / 2.8 eV. As for the spin multiplicity: 3. The value obtained for the frontier orbital gap (alpha / beta) is 2.98 / 5.92 eV.

The geometry in XYZ format:
```
26
Properties=species:S:1:pos:R:3:forces:R:3
C -3.130205 -1.469098 -3.358835 0.75 -0.34 0.46
Pt -0.107925 -1.290867 -1.161652 -2.37 -0.71 -1.92
N 0.564659 -0.030729 -2.772700 0.57 0.88 -1.05
H -1.311368 -1.893326 -0.390689 -0.24 -1.03 1.17
H -3.836889 -0.620541 -3.209122 0.72 -0.59 0.36
H -3.630929 -2.443903 -3.178714 0.22 0.67 0.11
H -2.123792 -1.454065 -2.771628 -1.91 0.28 -0.50
H -2.861097 -1.457743 -4.405750 0.07 -0.01 -0.52
H 1.548193 -0.291756 -2.740146 0.08 0.57 -0.28
H 0.403910 0.937961 -2.452951 0.38 -0.83 -0.25
H 0.193859 -0.144913 -3.725354 0.31 0.00 0.75
N 2.770006 0.106375 1.324033 0.67 1.81 2.86
C 2.356448 -0.490044 0.207974 -0.79 -0.36 -1.39
N 1.032101 -0.288085 0.105613 0.29 1.37 1.44
C 0.596535 0.516914 1.174507 0.58 -2.09 -1.64
C -0.736608 0.763928 1.565722 -0.17 0.71 0.45
C -0.896005 1.330389 2.847408 1.15 0.29 0.75
C 0.206877 1.596062 3.694316 -0.88 -0.08 -0.64
C 1.524238 1.292264 3.265207 1.28 0.22 0.15
C 1.706617 0.752844 1.983881 0.07 -0.56 0.10
H 3.723855 0.098834 1.633290 -0.05 0.09 0.15
H 3.013339 -1.100030 -0.406113 -0.51 0.15 0.11
H -1.582221 0.517173 0.930580 0.30 -0.07 0.08
H -1.872621 1.572673 3.247144 -0.17 -0.09 -0.17
H 0.048445 2.034246 4.690890 0.04 -0.25 -0.53
H 2.400579 1.455434 3.903084 -0.41 -0.02 -0.06
```
Positions in Å, forces in eV/Å.

=====

8 unconnected molecules or ions with the total composition C4H21NO10. Source: the OMol25 dataset; level of theory: ωB97M-V/def2-TZVPD.

As for the largest force on an atom: 5.086 eV/Å. The value obtained for the energy above the lowest of the compared OMol25 structures with the same formula, charge and spin is 24.1 kcal/mol. Its HOMO energy is -10.18 eV. The value obtained for the molecular weight is 243.21 g/mol. The calculation puts the calculated total energy at -26453.471 eV. Its LUMO energy is 0.0 eV. Its SMILES is CC(=O)NCC(=O)O.O.O.O.O.O.O.O. The value obtained for the frontier orbital gap is 10.19 eV.

The geometry in XYZ format:
```
36
Properties=species:S:1:pos:R:3:forces:R:3
C -0.773411 0.993178 2.046760 2.98 0.16 -1.15
C -0.870725 -0.321620 2.742660 0.59 -0.83 -0.18
N 0.366632 -0.911919 3.117065 0.38 -0.36 -0.12
C 1.488459 -1.078836 2.177698 0.67 0.99 1.65
C 1.196229 -1.872212 0.970439 -2.70 0.00 -4.31
O 2.108257 -2.676484 0.432610 2.24 -0.15 1.75
O 0.189937 -1.715032 0.278704 0.63 0.13 1.62
O -1.902676 -0.929808 2.862685 -0.15 0.33 0.78
H 0.291978 1.412519 2.058753 -1.57 -0.56 1.05
H -0.746720 0.611861 0.993238 -1.20 1.01 0.36
H -1.384604 1.826203 2.383298 -0.64 -0.53 -0.45
H 0.251330 -1.724045 3.709465 -0.40 -0.07 -0.26
H 1.776803 -0.045842 1.844457 0.16 -1.46 0.11
H 2.340812 -1.566829 2.689793 -0.41 0.58 -0.02
H 1.887922 -3.001287 -0.446570 -0.77 0.19 0.03
H 0.992042 1.738118 -0.347870 0.08 -0.21 -0.42
H 1.406891 1.552295 1.050565 0.46 0.25 0.13
O 1.685480 1.290331 0.172425 -0.59 0.78 -0.28
H -1.537143 2.648783 -1.687448 -0.30 -0.56 0.50
H -0.370567 3.183585 -2.434887 0.37 0.02 0.13
O -0.578280 2.530664 -1.755165 0.40 1.02 -0.23
H 2.865627 0.753200 -1.074161 0.08 -0.63 -0.03
H 2.909109 -0.789406 -1.108763 -0.01 0.12 0.25
O 3.040947 -0.010807 -1.652584 0.25 0.30 -0.50
H -1.198674 -0.596125 -2.701917 -0.23 -0.16 -0.01
H -0.647197 0.738799 -3.014886 -0.22 0.52 -0.04
O -1.452566 0.330486 -2.710463 -1.06 -0.18 0.06
H -2.919253 1.516031 0.080982 -0.44 0.49 0.25
H -2.955308 1.077875 -1.260139 -0.34 0.11 -0.68
O -3.314719 1.828084 -0.749992 0.96 -0.72 0.24
H 1.194930 -1.715735 -3.112502 0.62 0.71 0.18
H 0.955745 -0.130270 -2.800416 1.24 -0.58 0.36
O 0.601688 -0.962919 -3.113921 -0.76 -0.92 -0.68
H -2.976024 -1.533353 0.490032 0.13 0.04 0.08
H -1.523715 -1.439525 -0.055469 -0.54 0.23 0.14
O -2.399244 -1.009958 -0.074483 0.03 -0.08 -0.30
```
Positions in Å, forces in eV/Å.

=====

11 unconnected molecules or ions with the total composition C45H85F9N13O11S2. Source: the OMol25 dataset; level of theory: ωB97M-V/def2-TZVPD.

The charge is +5. As for the largest force on an atom: 3.092 eV/Å. Its HOMO energy is -15.97 eV. The value obtained for the molecular weight is 1219.37 g/mol. The calculation puts the calculated total energy at -136017.152 eV. Its LUMO energy is -9.8 eV. The value obtained for the frontier orbital gap is 6.21 eV.

The geometry in XYZ format:
```
165
Properties=species:S:1:pos:R:3:forces:R:3
C -1.987307 0.565362 -0.463793 -2.45 1.05 -1.58
O -1.718867 -0.669068 -1.114406 -0.21 -0.56 0.65
O -3.340740 0.644571 -0.224569 -0.02 -0.77 1.13
C -1.028853 0.813332 0.762584 -0.48 -0.63 -1.04
F -1.602012 1.239954 1.929799 0.07 -0.42 -0.56
F -0.382495 -0.345781 1.032288 0.25 0.38 0.70
F -0.129501 1.739365 0.421354 0.23 -0.08 0.40
C -0.753182 -0.635028 -2.165322 0.65 0.46 0.09
C -0.651468 -1.956386 -2.854582 -0.23 -0.33 -1.01
H -0.438455 -2.769943 -2.162053 -0.20 -0.13 -0.09
H -1.489170 -2.151595 -3.529804 -0.52 -0.26 0.62
H 0.130935 -1.911656 -3.615891 0.49 0.16 0.41
H 0.239070 -0.424636 -1.753886 -0.08 0.34 0.03
H -1.020805 0.129275 -2.900358 0.06 0.10 0.22
H -1.815393 1.344471 -1.217127 1.01 0.24 0.27
C -4.265127 0.802299 -4.441523 -0.05 0.01 0.35
C -3.710747 0.014960 -5.578960 1.16 0.44 0.35
O -2.751492 -0.684084 -5.487043 -0.35 -0.35 -0.35
N -4.315580 0.195569 -6.938624 -0.91 0.58 -0.75
H -4.837495 1.082356 -6.934989 0.01 0.09 0.33
H -3.620787 0.445954 -7.653058 0.52 -0.39 0.31
C -5.277708 -0.886954 -7.399353 -0.20 0.20 -0.08
H -4.116706 1.878890 -4.578198 -0.22 -0.04 -0.41
H -3.635917 0.533318 -3.593525 -0.23 -0.09 0.10
H -5.312890 0.601990 -4.222489 -0.15 -0.05 -0.21
H -5.903921 -0.413367 -8.152399 -0.24 -0.06 0.21
H -5.843411 -1.213577 -6.530287 -0.20 0.15 -0.11
H -4.853229 -1.767479 -7.876065 0.73 0.27 0.26
C -4.322387 4.373675 1.426577 -0.01 -0.58 0.11
C -4.872356 3.899972 0.098166 1.68 0.79 0.63
O -4.696422 4.463608 -0.917981 -0.56 -0.35 -0.34
N -5.563262 2.535201 0.127736 0.44 1.48 -0.46
H -4.785981 1.852510 0.023016 0.76 -0.48 -0.43
H -5.845362 2.433751 1.101422 -1.00 -0.26 -0.31
C -6.543783 2.457869 -1.025665 -0.58 -1.98 0.49
H -5.060688 4.254609 2.220823 -0.05 0.39 0.03
H -3.929889 5.381237 1.319971 -0.51 0.16 -0.04
H -3.454764 3.782870 1.735965 -0.10 -0.42 -0.31
H -7.541883 2.216710 -0.664230 -0.01 0.56 0.28
H -6.274017 1.548112 -1.557285 0.26 0.23 -0.34
H -6.536553 3.310294 -1.695515 0.34 0.20 0.38
C -4.091039 -2.374505 1.792833 0.17 -0.87 -0.30
C -4.414547 -3.019923 0.460301 0.29 0.80 1.64
O -4.673056 -4.158447 0.316817 0.07 -0.09 -1.03
N -4.485837 -2.012240 -0.660803 -0.02 -0.22 -0.60
H -5.389977 -1.567733 -0.478571 -0.30 -0.19 -0.61
H -3.876730 -1.170362 -0.593931 1.00 0.51 0.72
C -4.339184 -2.595389 -2.042860 -1.53 -0.61 0.74
H -3.062657 -2.013182 1.755920 -0.14 0.46 -0.02
H -4.137919 -3.184560 2.518565 -0.11 0.08 0.06
H -4.816951 -1.608813 2.059832 0.22 0.23 -0.10
H -4.241282 -1.778296 -2.746091 0.29 -0.09 -0.06
H -5.258973 -3.161367 -2.195292 0.01 0.15 -0.41
H -3.562557 -3.352580 -2.045617 0.44 0.47 0.01
C -0.952971 -1.830615 -7.864601 0.08 0.44 0.13
C -0.125121 -2.998282 -7.294435 -0.97 0.32 0.24
N 1.257768 -2.662403 -6.955445 1.62 -0.43 -0.26
C 1.727259 -1.551644 -6.284324 -0.10 0.30 -0.13
C 3.092508 -1.629923 -6.206294 -1.06 0.61 -0.06
N 3.443358 -2.817847 -6.776593 -0.99 -0.85 -0.12
C 2.327630 -3.424911 -7.217531 0.34 0.41 -0.60
C 4.756985 -3.423707 -6.779081 1.36 -0.04 -0.95
H -0.854023 -1.549947 -8.913707 0.40 -0.84 -0.20
H -0.742888 -0.869156 -7.391724 -0.06 -0.25 0.55
H -1.999899 -2.071372 -7.687687 0.01 0.05 0.01
H -0.204402 -3.879298 -7.929288 0.65 0.14 -0.28
H -0.556198 -3.351781 -6.355008 -0.25 0.33 0.04
H 1.054501 -0.786558 -5.937502 0.12 0.09 -0.06
H 3.770244 -0.843418 -5.910094 0.21 -0.36 0.40
H 2.375037 -4.252907 -7.907490 -0.28 -0.31 0.36
H 4.815563 -4.413026 -7.233149 -0.83 -0.13 0.22
H 5.179919 -3.482918 -5.780153 -0.09 0.25 0.01
H 5.413511 -2.872318 -7.454764 0.06 0.43 0.42
C 3.161188 1.180003 2.042608 -0.91 0.35 1.40
C 3.250684 0.699064 3.533733 0.39 -1.17 -1.79
N 4.622727 0.586282 4.001531 2.09 -0.18 1.95
C 5.476996 -0.531582 3.817554 -2.43 0.84 0.01
C 6.470043 -0.384214 4.679506 2.88 -0.77 -0.51
N 6.433885 0.854322 5.286238 -1.82 -0.95 0.43
C 5.254780 1.342697 4.938818 -1.02 0.93 -1.10
C 7.122941 1.219072 6.549400 1.08 -0.42 -0.68
H 3.896730 1.925789 1.753044 -0.11 0.15 0.15
H 2.146057 1.582068 2.027620 0.11 0.30 -0.74
H 3.192260 0.356063 1.333008 0.14 -0.07 0.09
H 2.882259 -0.327240 3.452657 0.13 -0.10 0.40
H 2.619523 1.123079 4.312006 0.23 0.80 -0.28
H 5.158761 -1.368988 3.221615 0.23 0.07 -0.14
H 7.313837 -1.057832 4.726358 0.06 0.19 0.47
H 4.900694 2.276267 5.349791 -0.27 -0.06 -0.17
H 6.520809 1.878481 7.164356 -0.14 -0.17 -0.05
H 8.080389 1.685764 6.323827 -0.12 0.18 -0.08
H 7.358086 0.262738 7.010969 -0.20 0.22 0.46
C -1.327648 -2.630599 9.488678 -0.34 0.42 -0.60
C -2.019461 -1.563474 8.626027 -0.44 -0.38 0.58
N -1.876779 -1.827648 7.194864 1.99 0.80 -1.26
C -2.155689 -2.974875 6.526425 0.92 -0.40 -0.45
C -1.421783 -2.938415 5.364227 -1.26 -0.85 0.01
N -0.767128 -1.734601 5.271627 -0.85 0.00 1.80
C -1.033230 -1.099096 6.429938 -0.77 -0.23 0.63
C 0.092119 -1.278130 4.210997 0.82 -0.38 -1.18
H -1.723811 -3.595701 9.178264 0.17 -0.19 0.40
H -1.571614 -2.426882 10.529118 -0.04 -0.19 0.01
H -0.244550 -2.610196 9.375484 -0.01 -0.04 -0.07
H -1.575201 -0.585232 8.800375 -0.36 0.11 0.08
H -3.094633 -1.581392 8.806675 0.09 0.35 0.32
H -2.717636 -3.768167 6.992436 -0.11 -0.03 -0.28
H -1.406430 -3.721671 4.623855 0.24 0.27 -0.23
H -0.702753 -0.156568 6.831745 0.42 0.11 -0.61
H -0.137346 -1.758461 3.259528 -0.63 0.02 0.16
H 1.119889 -1.613269 4.359134 0.03 0.36 0.53
H 0.018244 -0.207868 4.036101 -0.01 0.00 0.30
C -0.205679 3.659982 3.417331 0.39 -0.12 0.33
C -1.350000 3.959662 4.374131 -0.26 0.89 -0.58
N -0.885379 4.651629 5.598700 -0.54 -1.17 1.04
C -0.097263 5.777183 5.666925 -0.29 -0.44 -0.73
C 0.142540 6.015086 6.964045 0.25 0.39 1.02
N -0.504897 5.044985 7.728469 0.49 0.97 -1.93
C -1.123451 4.240607 6.862243 0.79 0.05 0.39
C -0.483569 4.939444 9.186981 -0.94 -0.54 -0.47
H 0.391216 4.555901 3.247687 -0.05 0.03 -0.03
H -0.545184 3.322776 2.442121 -0.21 0.00 0.11
H 0.472073 2.903636 3.820167 -0.04 -0.05 0.02
H -1.984038 3.116968 4.644795 0.37 -0.18 0.23
H -2.028779 4.649155 3.867639 -0.01 0.11 0.11
H 0.217670 6.269270 4.762222 0.04 0.22 0.19
H 0.747573 6.804960 7.380001 -0.17 -0.04 0.23
H -1.528923 3.321357 7.253044 -0.56 -0.02 -0.66
H -0.953735 3.977653 9.394281 0.44 -0.10 0.35
H -1.180192 5.667584 9.598338 0.51 0.34 0.17
H 0.549996 5.000761 9.509648 -0.19 0.10 0.37
C 6.513812 -1.169835 -0.067250 0.78 1.56 1.54
C 6.371248 -2.674282 -0.024706 1.01 0.98 -0.93
N 5.577500 -3.111891 -1.183415 -1.18 -1.26 0.25
C 5.975565 -4.016752 -2.119207 0.25 -0.25 -1.04
C 4.924940 -4.262631 -2.976312 0.76 0.02 1.45
N 3.867832 -3.551375 -2.451117 -0.55 -0.15 0.34
C 4.260909 -2.897828 -1.371724 1.36 0.98 0.34
C 2.508848 -3.460172 -2.986047 0.26 0.64 0.10
H 7.161823 -0.616836 -0.753021 -0.70 -0.96 -1.41
H 7.151049 -0.802591 0.751806 -0.57 -0.63 0.88
H 5.554618 -0.663594 0.044188 0.01 0.12 -0.30
H 5.958254 -3.007646 0.924270 -0.36 -0.14 -0.20
H 7.363395 -3.115234 -0.113339 -0.15 -0.27 -0.11
H 6.985056 -4.394139 -2.098294 -0.07 -0.09 -0.22
H 4.826890 -5.002913 -3.750636 -0.05 0.17 -0.12
H 3.764700 -2.121180 -0.808044 -0.64 -0.16 -0.35
H 1.888860 -2.919200 -2.276973 0.15 0.01 0.13
H 2.072353 -4.441777 -3.150682 0.22 -0.02 -0.26
H 2.591567 -2.812136 -3.857615 -0.35 -0.32 -0.28
C 2.240006 1.286733 -3.734079 1.34 -1.28 0.99
F 2.814535 1.594435 -4.892385 -0.46 -0.17 -0.01
F 1.636332 2.327808 -3.230220 0.02 0.45 0.24
F 1.295483 0.323649 -3.898535 -0.01 0.05 -0.75
S 3.564607 0.503757 -2.563871 -0.50 0.90 2.23
O 2.752214 -0.258965 -1.553642 0.48 0.18 -1.47
O 4.440291 -0.304930 -3.384834 -0.66 -0.55 -0.44
O 4.209006 1.634298 -1.931606 -0.26 -0.11 -0.45
C -1.262763 2.965213 -4.817224 -0.07 0.82 -1.64
F -0.634068 3.837133 -4.050535 -0.24 -0.20 0.62
F -0.341132 2.424613 -5.632465 0.12 -0.56 0.26
F -1.794484 1.961212 -4.075905 0.30 0.15 0.35
S -2.513261 3.809162 -5.924108 -0.23 1.60 0.01
O -1.690667 4.711048 -6.678915 -0.11 -0.54 0.33
O -3.079936 2.703590 -6.688019 -0.20 -1.47 -0.19
O -3.490050 4.411977 -5.037412 0.35 -0.64 0.33
```
Positions in Å, forces in eV/Å.